# 1
Formula: C53H40N3OP2Pt
Source: the OMol25 dataset
Level of theory: ωB97M-V/def2-TZVPD

Values from the calculation:
* frontier orbital gap: 7.313 eV
* energy above the lowest of the compared OMol25 structures with the same formula, charge and spin: 1.583 eV
* charge: +1
* HOMO: -9.8 eV

CARTESIAN COORDINATES (ANGSTROEM)
Pt1 -0.728 -0.734 -1.366
O1 0.403 2.714 2.160
C1 1.717 2.959 1.887
C2 2.522 3.675 2.750
C3 3.796 4.064 2.353
C4 4.272 3.750 1.089
C5 3.478 3.007 0.219
C6 2.210 2.614 0.592
P1 1.116 1.362 -0.142
C7 1.129 0.641 -1.818
C8 1.374 -0.733 -2.109
C9 1.163 -1.178 -3.447
C10 0.864 -0.300 -4.455
C11 0.768 1.071 -4.186
C12 0.869 1.526 -2.899
C13 1.697 0.048 1.020
C14 0.957 -1.110 1.202
C15 1.348 -2.113 2.074
C16 2.531 -1.968 2.779
C17 3.310 -0.834 2.590
C18 2.904 0.171 1.727
C19 -0.487 1.959 2.842
C20 -0.263 1.651 4.175
C21 -1.249 1.022 4.917
C22 -2.464 0.698 4.339
C23 -2.674 0.946 2.992
C24 -1.705 1.551 2.192
P2 -1.806 1.661 0.350
C25 -3.163 2.719 -0.211
C26 -3.075 3.289 -1.481
C27 -4.141 4.012 -1.989
C28 -5.296 4.175 -1.233
C29 -5.387 3.605 0.027
C30 -4.325 2.870 0.536
C31 -2.410 0.004 -0.224
C32 -2.669 -1.062 0.685
C33 -3.501 -2.094 0.327
C34 -4.035 -2.175 -0.966
C35 -3.722 -1.221 -1.900
C36 -2.905 -0.120 -1.560
H1 2.126 3.954 3.718
H2 4.411 4.632 3.039
H3 5.259 4.065 0.782
H4 3.864 2.722 -0.753
H5 1.838 -1.403 -1.395
H6 1.269 -2.226 -3.690
H7 0.713 -0.668 -5.461
H8 0.575 1.773 -4.986
H9 0.716 2.573 -2.704
H10 0.083 -1.183 0.582
H11 0.740 -3.000 2.185
H12 2.855 -2.739 3.467
H13 4.244 -0.727 3.126
H14 3.538 1.036 1.612
H15 0.677 1.939 4.627
H16 -1.068 0.801 5.961
H17 -3.243 0.236 4.931
H18 -3.611 0.638 2.546
H19 -2.165 3.174 -2.057
H20 -4.067 4.458 -2.972
H21 -6.123 4.750 -1.627
H22 -6.283 3.733 0.619
H23 -4.404 2.437 1.525
H24 -2.231 -1.032 1.673
H25 -3.727 -2.870 1.049
H26 -4.687 -2.998 -1.225
H27 -4.122 -1.278 -2.903
H28 -2.882 0.731 -2.227
C37 -0.339 2.296 -0.191
C38 -0.256 3.807 -0.179
C39 0.594 4.516 -1.035
C40 0.656 5.901 -1.042
C41 -0.148 6.645 -0.192
C42 -0.986 5.972 0.681
C43 -1.020 4.586 0.699
H29 1.261 3.996 -1.708
H30 1.336 6.396 -1.722
H31 -0.113 7.726 -0.202
H32 -1.610 6.525 1.372
H33 -1.663 4.112 1.429
N1 5.255 -10.149 -2.313
C44 4.497 -9.322 -2.070
C45 3.545 -8.285 -1.764
C46 2.246 -8.620 -1.390
C47 1.332 -7.623 -1.104
C48 1.721 -6.293 -1.176
C49 3.017 -5.953 -1.538
C50 3.927 -6.949 -1.842
N2 0.783 -5.269 -0.875
C51 -0.141 -5.277 0.146
C52 -0.810 -4.097 0.047
N3 -0.332 -3.366 -1.017
C53 0.620 -4.095 -1.540
H34 1.954 -9.660 -1.338
H35 0.312 -7.874 -0.843
H36 3.318 -4.914 -1.559
H37 4.939 -6.697 -2.124
H38 -0.211 -6.091 0.846
H39 -1.601 -3.729 0.675
H40 1.204 -3.861 -2.414

Here are the Löwdin charges for atoms 1 to 5, given in e:
1. Pt 0.7595
2. O -0.0452
3. C -0.2488
4. C 0.0218
5. C -0.0489

# 2
Formula: C16H20BiN2OP
Source: the OMol25 dataset
Level of theory: ωB97M-V/def2-TZVPD

Values from the calculation:
* frontier orbital gap: 4.671 eV
* HOMO: -5.0 eV

CARTESIAN COORDINATES (ANGSTROEM)
C1 -0.678 0.754 -5.002
C2 -1.137 2.064 -5.242
C3 -0.267 2.969 -4.557
C4 0.780 2.212 -3.982
C5 0.508 0.857 -4.195
Bi1 -0.787 -1.501 -2.378
P1 0.327 -3.882 -2.208
H1 -1.083 -0.186 -5.338
H2 -2.027 2.319 -5.804
H3 -0.398 4.059 -4.507
H4 1.178 0.050 -3.948
H5 1.631 2.566 -3.427
H6 1.476 -4.491 -2.870
H7 -0.751 -4.520 -2.923
H8 0.227 -4.522 -0.907
C6 -1.046 0.459 3.747
N1 -1.158 0.436 2.308
N2 -0.107 0.169 1.506
C7 -0.540 0.182 0.207
O1 0.255 -0.309 -0.684
C8 -1.898 0.619 0.235
C9 -2.268 0.645 1.559
C10 -3.619 0.824 2.129
C11 1.190 -0.216 1.980
C12 1.302 -1.272 2.889
C13 2.563 -1.556 3.423
C14 3.687 -0.823 3.018
C15 3.571 0.110 1.973
C16 2.316 0.435 1.449
H9 -1.926 0.971 4.135
H10 -0.162 1.012 4.085
H11 -1.040 -0.553 4.167
H12 -2.464 0.808 -0.664
H13 -3.950 -0.050 2.700
H14 -3.709 1.702 2.775
H15 -4.315 0.957 1.295
H16 0.388 -1.825 3.144
H17 2.641 -2.344 4.170
H18 4.653 -0.950 3.507
H19 4.447 0.603 1.551
H20 2.192 1.217 0.684

Here are the natural (NBO) charges for atoms 1 to 5, given in e:
1. C -0.3764
2. C -0.3422
3. C -0.3272
4. C -0.3471
5. C -0.3794

# 3
Formula: C4H12NOSi
Source: the OMol25 dataset
Level of theory: ωB97M-V/def2-TZVPD

Values from the calculation:
* frontier orbital gap: 6.471 eV
* energy above the lowest of the compared OMol25 structures with the same formula, charge and spin: 2.408 eV
* charge: -1
* HOMO: -2.3 eV

CARTESIAN COORDINATES (ANGSTROEM)
C1 -1.014 1.731 -1.287
C2 2.146 -0.357 2.010
C3 -0.044 -1.103 -1.703
C4 -1.598 -0.323 0.817
N1 1.628 -0.564 0.643
O1 1.341 0.811 0.104
Si1 -0.096 0.230 -0.337
H1 -1.727 2.163 -0.618
H2 -0.107 2.389 -1.504
H3 -1.696 1.565 -2.259
H4 1.456 0.042 2.821
H5 2.454 -1.356 2.210
H6 2.940 0.397 2.068
H7 0.613 -1.896 -1.379
H8 -0.964 -1.598 -1.741
H9 0.421 -0.803 -2.718
H10 -2.490 -0.510 0.289
H11 -1.372 -1.285 1.074
H12 -1.892 0.470 1.511

Here are the natural (NBO) charges for atoms 1 to 5, given in e:
1. C -1.1365
2. C -0.4357
3. C -1.1291
4. C -1.0958
5. N -0.5519

# 4
Formula: C4H8N2O
Source: the OMol25 dataset
Level of theory: ωB97M-V/def2-TZVPD

Values from the calculation:
* frontier orbital gap: 10.120 eV
* energy above the lowest of the compared OMol25 structures with the same formula, charge and spin: 3.645 eV
* HOMO: -9.5 eV
* SMILES string: N#C[C@@H](N)CCO

CARTESIAN COORDINATES (ANGSTROEM)
N1 1.020 1.378 1.732
C1 0.201 0.185 0.852
C2 -0.290 0.464 -0.605
C3 -0.731 -0.692 -1.549
O1 -1.867 -1.354 -1.024
C4 1.439 -0.591 0.937
N2 2.532 -0.785 1.264
H1 0.904 2.384 1.942
H2 1.078 0.956 2.653
H3 -0.625 -0.366 1.359
H4 0.513 0.993 -1.118
H5 -1.160 1.123 -0.533
H6 0.086 -1.402 -1.752
H7 -0.983 -0.229 -2.525
H8 -2.118 -2.063 -1.632

Here are the natural (NBO) charges for atoms 1 to 5, given in e:
1. N -0.8692
2. C -0.1124
3. C -0.4281
4. C -0.0535
5. O -0.7270

# 5
Formula: C4H14NO3
Source: the OMol25 dataset
Level of theory: ωB97M-V/def2-TZVPD

Values from the calculation:
* frontier orbital gap: 7.590 eV
* energy above the lowest of the compared OMol25 structures with the same formula, charge and spin: 0.765 eV
* charge: -1
* HOMO: -4.1 eV

CARTESIAN COORDINATES (ANGSTROEM)
C1 0.815 0.693 0.419
N1 0.820 -0.545 -0.362
C2 -0.250 -0.627 -1.355
O1 -1.471 -0.995 -0.899
C3 2.088 0.666 1.289
C4 2.568 2.071 1.684
H1 -0.153 0.768 0.966
H2 1.012 1.523 -0.301
H3 0.710 -1.395 0.188
H4 0.078 -1.340 -2.141
H5 -0.193 0.369 -1.850
H6 1.875 0.195 2.277
H7 2.901 0.073 0.874
H8 1.794 2.860 1.642
H9 3.255 2.454 0.925
H10 3.116 1.962 2.611
H11 -2.538 -2.041 -1.657
H12 -3.046 -3.343 -1.125
O2 -3.231 -2.740 -1.843
H13 -2.648 -0.069 -0.427
H14 -3.847 -0.661 -0.727
O3 -3.655 0.122 -0.188

Here are the natural (NBO) charges for atoms 1 to 5, given in e:
1. C -0.2273
2. N -0.6774
3. C 0.1309
4. O -0.9658
5. C -0.3968

# 6
Formula: C31H24NO2P2S2V
Source: the OMol25 dataset
Level of theory: ωB97M-V/def2-TZVPD

Values from the calculation:
* frontier orbital gap (alpha / beta): 6.570 / 7.384 eV
* energy above the lowest of the compared OMol25 structures with the same formula, charge and spin: 1.667 eV
* charge: -1
* HOMO (alpha / beta): -4.0 / -4.8 eV
* multiplicity: 4
* ⟨S²⟩: 3.761

CARTESIAN COORDINATES (ANGSTROEM)
V1 -0.288 -2.207 0.847
S1 -2.918 -1.614 0.289
P1 -1.832 0.121 -0.073
C1 -0.326 -0.067 0.538
P2 1.342 0.030 0.586
S2 2.226 -1.753 0.127
C2 2.106 1.368 -0.308
C3 3.491 1.210 -0.644
C4 4.070 2.229 -1.323
C5 3.307 3.367 -1.686
C6 1.976 3.402 -1.483
C7 1.360 2.387 -0.757
C8 1.948 0.392 2.273
C9 2.717 -0.541 3.030
C10 3.066 -0.279 4.332
C11 2.513 0.815 4.976
C12 1.661 1.695 4.317
C13 1.457 1.463 2.949
C14 -1.869 0.595 -1.828
C15 -2.938 0.958 -2.696
C16 -2.817 1.060 -4.057
C17 -1.611 0.678 -4.664
C18 -0.543 0.233 -3.874
C19 -0.716 0.191 -2.524
C20 -2.711 1.650 0.685
C21 -4.056 1.803 0.500
C22 -4.719 2.929 0.998
C23 -3.961 3.852 1.718
C24 -2.579 3.701 1.859
C25 -1.955 2.572 1.335
H1 4.041 0.274 -0.434
H2 5.051 2.156 -1.780
H3 3.816 4.189 -2.279
H4 1.358 4.242 -1.930
H5 0.276 2.497 -0.588
H6 2.968 -1.453 2.477
H7 3.717 -0.892 4.936
H8 2.692 0.890 6.032
H9 1.050 2.439 4.856
H10 0.767 2.300 2.443
H11 -3.832 1.332 -2.295
H12 -3.683 1.491 -4.501
H13 -1.454 0.828 -5.827
H14 0.426 0.051 -4.333
H15 0.153 -0.220 -2.035
H16 -4.640 0.920 0.194
H17 -5.741 3.112 0.749
H18 -4.446 4.806 2.075
H19 -2.009 4.471 2.492
H20 -0.923 2.293 1.578
O1 1.488 -5.536 2.269
C26 0.677 -4.754 1.745
O2 0.093 -3.717 2.229
C27 0.309 -4.988 0.258
C28 0.725 -6.160 -0.342
C29 0.464 -6.356 -1.675
C30 -0.241 -5.355 -2.328
C31 -0.704 -4.280 -1.628
N1 -0.409 -4.046 -0.357
H21 1.326 -6.742 0.246
H22 0.911 -7.260 -2.148
H23 -0.482 -5.384 -3.397
H24 -1.145 -3.389 -2.146

Here are the natural (NBO) charges for atoms 1 to 5, given in e:
1. V 1.0699
2. S -0.6250
3. P 1.4336
4. C -1.6851
5. P 1.4558

Copy entry 3 word for word.
Formula: C4H12NOSi
Source: the OMol25 dataset
Level of theory: ωB97M-V/def2-TZVPD

Values from the calculation:
* frontier orbital gap: 6.471 eV
* energy above the lowest of the compared OMol25 structures with the same formula, charge and spin: 2.408 eV
* charge: -1
* HOMO: -2.3 eV

CARTESIAN COORDINATES (ANGSTROEM)
C1 -1.014 1.731 -1.287
C2 2.146 -0.357 2.010
C3 -0.044 -1.103 -1.703
C4 -1.598 -0.323 0.817
N1 1.628 -0.564 0.643
O1 1.341 0.811 0.104
Si1 -0.096 0.230 -0.337
H1 -1.727 2.163 -0.618
H2 -0.107 2.389 -1.504
H3 -1.696 1.565 -2.259
H4 1.456 0.042 2.821
H5 2.454 -1.356 2.210
H6 2.940 0.397 2.068
H7 0.613 -1.896 -1.379
H8 -0.964 -1.598 -1.741
H9 0.421 -0.803 -2.718
H10 -2.490 -0.510 0.289
H11 -1.372 -1.285 1.074
H12 -1.892 0.470 1.511

Here are the natural (NBO) charges for atoms 1 to 5, given in e:
1. C -1.1365
2. C -0.4357
3. C -1.1291
4. C -1.0958
5. N -0.5519

What did the sixth record say?
Formula: C31H24NO2P2S2V
Source: the OMol25 dataset
Level of theory: ωB97M-V/def2-TZVPD

Values from the calculation:
* frontier orbital gap (alpha / beta): 6.570 / 7.384 eV
* energy above the lowest of the compared OMol25 structures with the same formula, charge and spin: 1.667 eV
* charge: -1
* HOMO (alpha / beta): -4.0 / -4.8 eV
* multiplicity: 4
* ⟨S²⟩: 3.761

CARTESIAN COORDINATES (ANGSTROEM)
V1 -0.288 -2.207 0.847
S1 -2.918 -1.614 0.289
P1 -1.832 0.121 -0.073
C1 -0.326 -0.067 0.538
P2 1.342 0.030 0.586
S2 2.226 -1.753 0.127
C2 2.106 1.368 -0.308
C3 3.491 1.210 -0.644
C4 4.070 2.229 -1.323
C5 3.307 3.367 -1.686
C6 1.976 3.402 -1.483
C7 1.360 2.387 -0.757
C8 1.948 0.392 2.273
C9 2.717 -0.541 3.030
C10 3.066 -0.279 4.332
C11 2.513 0.815 4.976
C12 1.661 1.695 4.317
C13 1.457 1.463 2.949
C14 -1.869 0.595 -1.828
C15 -2.938 0.958 -2.696
C16 -2.817 1.060 -4.057
C17 -1.611 0.678 -4.664
C18 -0.543 0.233 -3.874
C19 -0.716 0.191 -2.524
C20 -2.711 1.650 0.685
C21 -4.056 1.803 0.500
C22 -4.719 2.929 0.998
C23 -3.961 3.852 1.718
C24 -2.579 3.701 1.859
C25 -1.955 2.572 1.335
H1 4.041 0.274 -0.434
H2 5.051 2.156 -1.780
H3 3.816 4.189 -2.279
H4 1.358 4.242 -1.930
H5 0.276 2.497 -0.588
H6 2.968 -1.453 2.477
H7 3.717 -0.892 4.936
H8 2.692 0.890 6.032
H9 1.050 2.439 4.856
H10 0.767 2.300 2.443
H11 -3.832 1.332 -2.295
H12 -3.683 1.491 -4.501
H13 -1.454 0.828 -5.827
H14 0.426 0.051 -4.333
H15 0.153 -0.220 -2.035
H16 -4.640 0.920 0.194
H17 -5.741 3.112 0.749
H18 -4.446 4.806 2.075
H19 -2.009 4.471 2.492
H20 -0.923 2.293 1.578
O1 1.488 -5.536 2.269
C26 0.677 -4.754 1.745
O2 0.093 -3.717 2.229
C27 0.309 -4.988 0.258
C28 0.725 -6.160 -0.342
C29 0.464 -6.356 -1.675
C30 -0.241 -5.355 -2.328
C31 -0.704 -4.280 -1.628
N1 -0.409 -4.046 -0.357
H21 1.326 -6.742 0.246
H22 0.911 -7.260 -2.148
H23 -0.482 -5.384 -3.397
H24 -1.145 -3.389 -2.146

Here are the natural (NBO) charges for atoms 1 to 5, given in e:
1. V 1.0699
2. S -0.6250
3. P 1.4336
4. C -1.6851
5. P 1.4558